(1)
ORCA calculation (the ωB97M-V functional and the def2-TZVPD basis) on a cluster of 2 separate species, C2H5NOS2 in total at a distorted geometry.

Computed properties:
charge: 0

Geometry as XYZ:
```
11
Properties=species:S:1:pos:R:3:forces:R:3:nbo_charge:R:1
S -1.743 0.671 1.279 0.1678 1.0460 0.9473 0.173
S -1.829 2.604 -1.030 2.3791 -1.0161 -0.1782 0.147
O -0.572 -1.876 -1.983 0.5050 0.3834 -1.1598 -0.468
N -1.258 1.092 -0.291 0.0385 0.0761 -0.5690 -0.947
C 1.331 -1.799 -0.462 0.0649 0.6364 -1.0962 -0.754
C 0.455 -1.794 -1.444 -1.2005 -1.0192 2.0464 0.705
H 1.820 -0.885 -0.268 0.6049 0.8148 0.1788 0.254
H 1.594 -2.659 0.098 0.0365 -0.7644 0.0587 0.263
H -0.494 3.026 -1.423 -2.0684 -0.5007 0.6348 0.126
H -1.311 0.205 -0.818 -0.1300 1.1803 -0.2179 0.395
H -0.981 1.591 1.996 -0.3979 -0.8367 -0.6451 0.104
```
Positions in Å, forces in eV/Å.


(2)
ORCA calculation (the ωB97M-V functional and the def2-TZVPD basis) on a structure of composition C31H33ClGaN2O2Si2 at a distorted geometry.

Computed properties:
charge: +1

Geometry as XYZ:
```
72
Properties=species:S:1:pos:R:3:forces:R:3:mulliken_charge:R:1
Ga -0.203 2.878 0.763 0.9600 -0.1384 -0.7326 0.921
Cl -0.901 -0.332 2.883 0.1532 0.9010 -0.3738 -0.391
Si -0.080 -0.589 0.933 0.6559 -1.9612 -1.6521 -0.260
Si -0.453 -2.850 1.028 0.1011 -1.0914 1.2465 0.419
O 1.071 3.975 1.939 -1.0417 1.7078 1.4744 -0.621
O 1.321 5.888 3.099 -0.5948 0.0952 -0.2095 -0.293
N -0.762 5.216 2.539 -1.4545 -0.5975 0.0906 -0.227
N -1.580 4.148 2.027 -0.0730 0.2382 0.9800 -0.522
C -1.074 -0.371 -0.702 -0.4044 1.5857 -0.0082 1.412
C -1.554 -1.000 -3.017 -0.0189 0.2918 0.1137 -0.769
C 4.065 -1.197 1.015 -0.0775 0.2852 0.0933 -0.549
C 0.576 3.633 -1.211 -0.3594 -0.1183 -0.2759 -0.410
C -2.351 -5.115 -1.785 -0.1241 -0.0055 0.1250 -0.612
C -3.191 0.264 -1.754 -0.0012 0.1068 -0.0807 -0.800
C -1.597 3.497 -1.966 -0.0279 0.1912 -0.4292 -0.540
C -1.780 -3.537 -0.048 -0.2042 -0.1994 -0.0972 0.663
C -3.573 -4.460 -1.955 -0.0245 0.0334 -0.0656 -0.602
C -1.450 -4.656 -0.822 -0.4075 0.1743 -0.3193 -0.289
C 2.315 0.188 -0.662 0.0868 -0.1497 -0.0776 0.398
C -2.306 0.296 -0.664 -0.1659 -0.3954 -0.3854 -0.376
C 1.796 -0.433 0.499 0.4502 1.0050 0.5945 0.390
C 2.727 -1.003 1.381 -0.1310 -0.5150 -0.1544 -0.534
C 1.727 -4.579 1.694 0.1407 0.1672 -0.5862 -0.667
C 3.518 -4.996 0.115 -0.1512 0.1524 0.1272 -0.545
C 2.919 -5.226 1.366 0.2730 -0.0821 -0.2251 -0.552
C -3.055 -2.953 -0.139 0.4988 -0.2397 -0.4338 -0.433
C -0.311 2.945 -2.096 0.2079 0.0711 0.1008 -0.610
C 1.705 -3.557 -0.533 0.3600 -0.1603 0.4945 0.283
C -1.551 4.583 -1.067 0.7573 0.0863 0.0718 -1.330
C -3.927 -3.381 -1.133 -0.1193 -0.0989 0.1204 -0.407
C 0.663 7.085 3.641 0.5376 -0.0513 0.1009 -0.884
C 1.131 -3.756 0.733 -0.2345 0.0662 -0.3103 0.226
C -0.658 -0.894 -1.942 -0.2406 -0.5703 0.1087 -0.352
C 0.561 4.991 2.523 1.3861 -1.4925 -0.8833 0.814
C -0.207 4.692 -0.562 -0.6835 0.0007 -0.5865 0.069
C 2.928 -4.138 -0.825 -0.0146 -0.2185 0.0501 -0.871
C 3.671 0.064 -1.010 0.2652 -0.1011 0.2098 -0.925
C -2.828 -0.420 -2.918 0.0341 -0.2188 0.1354 -0.603
C 4.545 -0.664 -0.185 -0.4196 -0.0858 0.0726 -0.503
H -2.598 0.813 0.253 -0.1407 -0.1203 -0.0665 0.410
H 5.596 -0.820 -0.457 -0.4944 0.1499 0.0224 0.403
H 1.670 3.620 -1.257 -0.4765 -0.1268 0.1938 0.622
H -3.320 -2.149 0.549 -0.0322 -0.0934 -0.3143 0.382
H -0.490 -5.160 -0.675 -0.3418 0.2175 -0.1897 0.367
H 2.360 -1.371 2.345 0.2691 -0.1024 -0.3076 0.325
H -1.988 3.612 2.801 0.1809 0.1836 0.0094 0.363
H -1.161 5.906 3.199 0.1607 -0.8912 -0.7797 0.314
H 1.502 7.691 3.976 -0.2427 -0.0065 0.0452 0.264
H -4.178 0.755 -1.711 0.6335 -0.2830 0.1063 0.399
H -4.882 -2.865 -1.264 0.2350 -0.3204 0.0171 0.403
H -3.549 -0.529 -3.740 0.4075 0.1288 0.3808 0.425
H -4.271 -4.799 -2.725 0.2626 0.1170 0.2500 0.375
H 4.457 -5.485 -0.140 -0.1681 0.0619 0.1387 0.391
H 1.677 0.782 -1.322 -0.0139 -0.3232 0.1588 0.385
H 0.026 6.817 4.496 0.2878 0.0571 -0.1563 0.368
H 1.245 -4.709 2.666 0.2250 -0.0443 -0.2922 0.412
H -2.358 4.542 1.491 0.4186 -0.0433 -0.1568 0.333
H 0.354 -1.285 -2.053 -0.3249 -0.0291 0.0296 0.040
H -0.808 -3.096 2.439 -0.0743 -0.1166 0.2056 -0.379
H 4.090 0.528 -1.921 -0.5271 -0.2364 0.5425 0.400
H -1.269 -1.538 -3.937 -0.0534 0.4456 0.5919 0.416
H 1.198 -2.915 -1.263 0.2885 -0.3209 0.2519 0.299
H 0.243 5.601 -0.136 -0.3100 -0.6490 0.0003 0.645
H -2.087 -5.982 -2.393 -0.1848 0.2467 0.1130 0.418
H 4.737 -1.759 1.670 -0.2830 0.2952 -0.1839 0.428
H -0.076 1.104 0.990 -0.3225 3.5556 -0.1595 -0.112
H 3.378 -5.919 2.079 -0.0920 0.3110 -0.3240 0.382
H -2.479 3.185 -2.540 0.5026 0.0954 0.4317 0.519
H 0.092 7.628 2.875 0.2813 -0.2888 0.0821 0.391
H -2.349 5.316 -0.880 0.3315 -0.5464 0.0226 0.611
H 3.396 -3.926 -1.788 0.0236 -0.2483 0.2732 0.432
H -0.002 2.169 -2.811 -0.3196 0.2566 0.6399 0.452
```
Positions in Å, forces in eV/Å.


Taking the records one at a time from the top gives orbital gap values of 9.0; 6.3 eV.
Taking the records one at a time from the top gives ΔE to the lowest compared entry with this formula, charge and spin values of 64.2; 63.0 kcal/mol.
Taking the records one at a time from the top gives HOMO level values of -8.53; -10.21 eV.